33
Properties=species:S:1:pos:R:3:forces:R:3 method="wB97M-V/def2-TZVPD" e_above_lowest_kcal_mol=105.2 charge=+1 gap_ev="5.56 / 5.57" energy_ev=-19046.486 multiplicity=1 e_homo_ev="-9.839 / -9.842"
C 2.08327 -1.15394 -0.96394 0.758 -0.888 -0.788
C 2.58872 -0.12322 -0.25551 -0.309 -0.065 -0.385
C -1.19411 -0.98421 -2.52725 0.918 -2.438 -0.527
C -1.43114 2.59024 0.09774 -1.888 -1.641 1.889
C -0.72616 -2.73864 1.68280 -0.048 0.305 0.156
C -2.04537 -0.63146 -1.30823 2.072 1.667 0.012
C -1.67992 1.39648 1.12077 0.153 -0.001 0.812
C 0.01048 -1.47504 1.20112 -1.879 -1.134 -2.871
C 2.05641 1.18899 -0.22982 -0.698 -1.071 0.433
N 2.52528 2.09806 0.87632 0.579 -0.737 -1.093
Si -1.12342 -0.26311 0.34714 -0.209 0.455 -0.380
H 2.55570 -2.13573 -1.19951 -0.086 1.119 0.565
H 1.20575 -0.95400 -1.54321 -0.503 -0.046 -0.286
H 3.45131 -0.34372 0.33321 0.789 0.108 0.455
H -0.65946 -1.96602 -2.31820 -0.839 0.850 -0.620
H -1.80143 -1.06731 -3.45792 0.180 -0.216 0.854
H -0.37340 -0.34994 -2.81745 0.107 0.847 0.371
H -1.37638 3.50831 0.62480 0.040 0.899 0.624
H -0.48703 2.35499 -0.27557 1.193 0.224 -1.617
H -2.29909 2.65696 -0.55351 0.528 -0.083 -0.617
H 0.02960 -3.35952 2.19897 -0.739 -0.235 -0.609
H -1.42588 -2.39624 2.40530 -0.563 -0.024 1.182
H -1.40273 -3.22203 0.95788 0.992 -0.227 -0.071
H -2.74846 -1.42709 -1.18556 -0.936 -0.091 0.258
H -2.41952 0.36328 -1.59299 -0.932 -0.421 0.625
H -2.75155 1.42304 1.54316 1.673 -0.280 -0.567
H -0.93539 1.47660 1.97757 -1.081 0.143 -0.660
H 0.75927 -1.78879 0.43933 -0.222 0.398 0.081
H 0.55754 -1.08481 1.97304 1.228 1.343 2.023
H 1.16387 1.46957 -0.78023 0.423 0.381 0.044
H 2.16572 3.01291 0.61792 0.498 0.338 0.204
H 3.59684 2.06198 0.80928 -1.974 0.420 0.730
H 2.13066 1.86340 1.80255 0.776 0.101 -0.225